Entry 1:
Entry from the Open Molecules 2025 dataset: C24H37IrN2O10S2Si as an isolated structure (ωB97M-V/def2-TZVPD).

- LUMO level (spin up / spin down) (eV) = -4.931 / -5.863
- charge = +1
- Kohn-Sham gap (spin up / spin down) (eV) = 7.236 / 6.304
- spin multiplicity = 2
- ⟨S²⟩ = 0.756

Geometry as XYZ:
```
77
Properties=species:S:1:pos:R:3:lowdin_charge:R:1
C -2.33 0.55 2.58 -0.01
C -1.97 1.91 2.00 -0.61
C -0.52 2.26 2.27 -0.02
C -3.65 1.07 -3.88 -0.01
H -2.38 4.67 -0.93 0.09
C 0.47 -4.49 -2.30 -0.01
O 0.60 -6.26 -3.81 0.14
H 1.64 4.18 -2.35 0.09
C -3.38 0.80 -2.41 -0.62
H -4.70 2.33 -1.66 0.10
C 0.63 4.47 -2.63 -0.01
O 0.57 -2.06 4.43 -0.19
S 0.14 0.17 -0.83 0.62
O 3.27 -3.31 -1.48 0.15
H -2.08 4.18 -2.62 0.08
H -2.22 0.56 3.66 0.11
H 3.29 -0.29 3.49 0.12
H 2.52 -4.39 2.46 0.12
C 5.50 -2.78 2.82 -0.24
C 1.21 -5.46 -3.18 -0.48
H -1.67 -0.22 2.17 0.05
H 0.66 5.48 -3.04 0.10
H -2.64 3.96 2.06 0.09
H -4.52 0.50 -4.21 0.10
H -2.79 0.78 -4.48 0.10
C 5.01 -1.52 3.15 -0.01
H 7.40 -3.09 3.74 0.09
C -2.90 3.00 2.51 -0.01
H -4.36 1.04 -0.49 0.08
C 2.77 -2.32 2.99 -0.31
O -2.22 1.80 0.56 -0.13
H -2.15 -3.19 -1.03 0.17
C 0.23 5.28 -0.29 -0.02
N -0.14 -2.86 -0.91 -0.13
H 7.48 -2.22 2.21 0.09
C 3.22 -3.59 2.65 -0.04
O 0.40 -2.98 2.13 -0.42
S 1.06 -2.02 3.11 0.59
H -0.45 5.24 0.57 0.08
C -0.90 -4.48 -2.18 0.06
H -5.45 0.74 -1.85 0.10
O 2.12 -1.95 -0.15 -0.16
Si -1.34 1.88 -0.77 -0.02
O 2.53 -5.37 -3.20 0.16
H 0.27 3.79 -3.41 0.09
H 7.19 -3.96 2.22 0.08
H -2.81 3.09 3.59 0.10
H 4.95 -4.79 2.31 0.12
C -0.29 4.42 -1.42 -0.61
H -1.76 5.84 -2.09 0.10
C -4.54 1.25 -1.54 -0.01
H 2.89 -4.65 -2.62 0.08
C 6.97 -3.03 2.74 -0.03
O -0.25 3.03 -0.94 -0.14
H -2.85 -0.84 -1.10 0.07
H -3.36 0.29 2.34 0.10
Ir 0.34 -1.56 0.58 1.20
C -1.72 4.79 -1.79 -0.02
H -0.25 3.21 1.81 0.08
C -3.05 -0.67 -2.17 -0.05
H -3.84 2.13 -4.03 0.09
H 1.22 4.93 0.03 0.10
H -3.89 -1.30 -2.46 0.10
H 5.71 -0.71 3.34 0.13
H 0.31 6.31 -0.61 0.10
C 3.65 -1.27 3.24 -0.04
H 0.16 1.48 1.89 0.05
H -1.64 -5.10 -2.65 0.16
O -2.19 1.57 -2.09 -0.13
C 2.22 -2.91 -1.05 -0.49
N -1.23 -3.49 -1.32 0.08
O 0.80 -0.69 2.37 -0.47
C 4.58 -3.81 2.57 -0.01
H -0.36 2.34 3.34 0.11
H -2.18 -0.96 -2.76 0.09
H -3.93 2.76 2.26 0.09
C 0.90 -3.45 -1.48 -0.12
```


Entry 2:
Entry from the Open Molecules 2025 dataset: C24H37N4O3PPtSe as an isolated structure at a distorted geometry (ωB97M-V/def2-TZVPD).

- LUMO level (eV) = -0.902
- Kohn-Sham gap (eV) = 6.872
- spin multiplicity = 1

Geometry as XYZ:
```
71
Properties=species:S:1:pos:R:3:lowdin_charge:R:1
C -1.80 2.24 -3.48 -0.19
C -2.32 0.24 -2.06 -0.18
C -1.43 0.78 -3.18 -0.19
H -2.37 3.56 3.64 0.11
H 5.30 0.58 -3.89 0.14
H 1.63 -1.88 -0.20 0.07
O 0.75 0.76 -0.51 -0.44
C -0.56 2.36 3.63 -0.18
H -0.83 -5.04 1.28 0.11
H -2.91 2.23 1.76 0.09
H -0.01 -0.15 2.35 0.11
Se 4.24 1.99 0.38 0.75
H 4.32 2.02 -4.08 0.13
H -2.72 -0.28 1.81 0.08
C -1.76 -2.37 0.28 -0.18
H -1.52 0.16 -4.08 0.11
N 4.46 -2.92 2.65 0.07
H -0.52 2.72 1.51 0.10
C 3.15 0.14 -4.11 -0.06
C -1.53 -3.02 1.64 -0.19
C -2.09 2.51 3.75 -0.19
H -2.65 -1.74 0.29 0.09
C -0.15 1.98 2.21 -0.19
H -0.39 0.71 -2.86 0.09
H -0.40 -1.63 -1.25 0.11
C -1.73 2.47 -0.96 -0.19
N 3.22 0.27 -1.73 -0.03
H -2.26 4.03 -2.34 0.11
H 3.42 -0.71 -4.73 0.13
C -0.51 -1.57 -0.16 -0.34
C -2.83 1.68 2.70 -0.20
C -0.68 0.57 1.88 -0.33
H -1.96 -3.15 -0.46 0.12
H -2.83 0.82 -0.04 0.11
H 0.96 -1.76 1.45 0.08
H -2.45 -3.49 2.00 0.11
H -3.37 0.44 -2.31 0.12
H 0.94 1.98 2.11 0.09
H 2.39 0.71 -4.65 0.13
C 0.78 -2.15 0.45 -0.23
H 1.64 -4.11 0.83 0.08
H -1.27 -2.26 2.37 0.09
Pt 2.88 0.17 0.30 0.76
H -2.04 -0.19 3.40 0.12
C -1.99 0.95 -0.73 -0.32
C -0.41 -4.07 1.56 -0.18
H -2.53 2.27 -4.30 0.11
H -2.23 -0.84 -1.97 0.09
H -0.07 3.29 3.92 0.11
H 0.04 -4.20 2.54 0.11
H -3.47 2.77 -2.20 0.11
C 4.16 1.07 -2.18 -0.50
H -2.10 3.05 -0.12 0.10
C 2.54 -0.33 -2.81 -0.45
H -3.86 1.49 3.03 0.11
C 0.68 -3.67 0.54 -0.17
C 3.95 -1.83 2.25 -0.36
C -2.39 2.95 -2.25 -0.20
H -0.92 2.78 -3.83 0.11
O 1.64 -1.12 -2.69 0.11
H -2.41 2.21 4.75 0.11
C -2.12 0.35 2.46 -0.19
H -0.20 1.59 4.32 0.12
P -0.54 0.22 0.10 0.82
H -0.66 2.66 -1.03 0.11
C 3.98 -4.12 2.41 -0.40
O 4.82 1.86 -1.45 -0.35
N 3.52 -0.78 1.96 -0.09
N 3.59 -5.20 2.24 0.09
C 4.33 1.01 -3.67 -0.06
H 0.44 -4.07 -0.45 0.12
```


Entry 3:
Entry from the Open Molecules 2025 dataset: C24H37N4O3PPtSe as an isolated structure (ωB97M-V/def2-TZVPD).

- LUMO level (spin up / spin down) (eV) = 0.286 / -2.571
- Kohn-Sham gap (spin up / spin down) (eV) = 8.451 / 5.913
- spin multiplicity = 5
- ⟨S²⟩ = 6.013

Geometry as XYZ:
```
71
Properties=species:S:1:pos:R:3:lowdin_charge:R:1
H -1.53 -3.77 -3.76 0.11
C 5.32 -0.58 -3.26 -0.19
C 2.99 3.18 0.12 -0.39
H 0.07 -3.95 -5.47 0.11
C 3.47 -3.60 0.44 -0.18
H 2.80 -4.29 -0.06 0.09
C 2.93 -3.19 1.80 -0.19
C 4.29 -1.19 0.44 -0.19
N 3.03 3.86 -0.82 0.12
H 3.63 0.74 -1.47 0.10
C 3.78 1.42 -3.50 -0.18
O -0.11 2.60 0.14 0.07
C -1.20 2.09 0.23 -0.48
H 2.07 -3.07 -4.56 0.10
C 5.00 -1.72 1.68 -0.19
C 2.83 -0.79 -2.81 -0.32
N 1.57 0.77 2.11 -0.06
H -2.65 3.55 0.77 0.13
H 6.18 -1.05 -3.74 0.11
H 2.09 1.14 -2.17 0.11
C -2.73 0.43 0.48 -0.54
C 4.05 -1.35 -3.60 -0.19
H 0.28 -5.51 -4.71 0.11
H 3.21 1.31 -4.43 0.11
C 2.23 1.59 1.59 -0.39
C 4.00 -2.42 2.60 -0.18
H 3.47 -0.55 0.76 0.07
H 4.18 -2.42 -3.43 0.09
H 1.96 -0.80 -3.48 0.11
H 2.59 -4.06 2.36 0.11
H -0.65 -2.42 -1.90 0.08
H 5.80 -2.40 1.38 0.11
C -0.54 -4.01 -3.39 -0.19
H 1.06 -3.71 -0.99 0.10
H 2.51 -4.74 -4.85 0.12
Se -1.28 -2.39 1.07 0.51
C 1.35 -3.24 -1.93 -0.36
H 3.79 2.49 -3.26 0.10
C -3.56 1.65 0.12 -0.08
H 3.23 -4.18 -2.57 0.09
H 3.85 -1.24 -4.66 0.12
P 2.29 -1.78 -1.38 0.84
C 3.74 -2.35 -0.43 -0.32
H 4.96 -0.56 -0.15 0.10
H -2.52 3.27 -0.96 0.12
C 0.05 -2.81 -2.64 -0.20
O -3.20 -0.68 0.69 -0.13
H 5.91 1.49 -3.09 0.11
H 1.87 -5.27 -2.45 0.12
H 0.23 -2.00 -3.35 0.11
H -4.32 1.80 0.88 0.12
C 1.85 -4.10 -4.25 -0.19
C 0.38 -4.44 -4.54 -0.19
H 5.48 -0.89 2.20 0.12
O 1.34 -0.90 -0.59 -0.49
H -0.67 -4.83 -2.68 0.12
H 5.51 -0.65 -2.18 0.09
H 4.49 -2.61 -1.19 0.11
H 4.41 -4.14 0.56 0.12
H 4.54 -3.11 3.26 0.11
N -1.41 0.75 0.54 -0.04
H -4.08 1.43 -0.82 0.12
C 5.21 0.89 -3.68 -0.18
Pt 0.16 -0.51 1.23 0.92
C 3.05 0.68 -2.39 -0.20
C -2.54 2.77 0.01 -0.07
H 5.51 0.99 -4.72 0.11
C 2.16 -4.26 -2.77 -0.18
H 3.52 -1.69 3.25 0.11
H 2.05 -2.56 1.66 0.05
N 3.09 2.43 1.19 0.11
```